Here is a molecular structure, C25H39N6O5PdSSe from the OMol25 dataset. Energies are from ωB97M-V with the def2-TZVPD basis set.

The gap between HOMO and LUMO comes out at 5.05 eV. Its HOMO energy is -16.06 eV. The calculation puts the total energy at -125374.3844 eV. The net charge is +3. Its energy above the lowest of the compared OMol25 structures with the same formula, charge and spin is 2.6 kJ/mol. Its maximum force is 1.367 eV Å⁻¹.

Element x y z (Å)
Pd1 1.9714 -0.1613 -1.1089
O1 6.2115 -1.1779 -0.0524
C1 5.2808 -0.7900 -0.8874
O2 4.0901 -0.9011 -0.7094
C2 5.9804 -0.1917 -2.1045
O3 4.9532 0.1551 -3.0947
C3 5.2799 0.6692 -4.1801
C4 3.5952 3.4120 -2.2655
O4 4.2262 4.1720 -2.8619
O5 2.9534 2.6261 -1.6914
H1 5.8403 -1.5381 0.7730
H2 6.6471 -0.9248 -2.5594
H3 6.5189 0.7202 -1.8442
H4 4.4684 0.8892 -4.8703
H5 6.3207 0.8828 -4.4265
C5 -5.4335 -2.0672 -1.2459
C6 -4.6728 -0.7606 -1.4219
C7 -3.2802 -0.9534 -2.0186
C8 -2.2509 -1.5335 -1.0552
N1 -1.9312 -0.6030 0.0400
C9 -1.1433 0.4788 -0.0549
Se1 -0.0432 0.9065 -1.5406
N2 -1.2103 1.1942 1.0723
C10 -0.6193 2.5217 1.2831
C11 -1.3625 3.6395 0.5606
C12 -2.8271 3.8407 0.9568
C13 -3.8071 2.9125 0.2459
C14 -2.0622 0.5474 1.9546
C15 -2.4764 0.8639 3.2497
C16 -3.3594 -0.0102 3.8425
C17 -3.8254 -1.1608 3.1808
C18 -3.4240 -1.4778 1.9019
C19 -2.5255 -0.5962 1.2961
H6 -6.3846 -1.9089 -0.7400
H7 -4.8737 -2.7975 -0.6558
H8 -5.6461 -2.5253 -2.2124
H9 -4.5998 -0.2313 -0.4656
H10 -5.2362 -0.0955 -2.0781
H11 -2.8882 -0.0124 -2.4139
H12 -3.3393 -1.6398 -2.8680
H13 -1.3141 -1.7678 -1.5653
H14 -2.6062 -2.4477 -0.5801
H15 0.4211 2.4704 0.9607
H16 -0.6226 2.6735 2.3625
H17 -1.2964 3.4766 -0.5202
H18 -0.7897 4.5481 0.7614
H19 -3.0964 4.8698 0.7160
H20 -2.9341 3.7570 2.0428
H21 -3.6241 2.9128 -0.8318
H22 -4.8343 3.2428 0.3948
H23 -3.7573 1.8815 0.5993
H24 -2.1386 1.7522 3.7638
H25 -3.7162 0.1930 4.8428
H26 -4.5273 -1.8054 3.6917
H27 -3.8041 -2.3523 1.3940
C20 0.1014 -1.9921 3.6933
C21 0.9174 -1.0471 2.8909
C22 1.7765 -0.0279 3.2487
C23 2.2422 0.5343 2.0510
N3 1.7029 -0.1046 1.0156
N4 0.9084 -1.0710 1.5406
C24 3.1630 1.6860 1.8601
H28 0.1745 -1.7469 4.7500
H29 0.4414 -3.0199 3.5615
H30 -0.9500 -1.9344 3.4023
H31 2.0245 0.2754 4.2514
H32 0.3787 -1.6754 0.9347
H33 3.9676 1.6675 2.5936
H34 2.6376 2.6343 1.9850
H35 3.5939 1.6811 0.8578
N5 2.4081 -3.4326 -4.3292
C25 2.3858 -2.8239 -3.1490
N6 3.0639 -3.3569 -2.1333
S1 1.3825 -1.4408 -2.9998
H36 2.8280 -4.3405 -4.4650
H37 1.8635 -3.0507 -5.0867
H38 3.5486 -4.2381 -2.2175
H39 2.9649 -2.9535 -1.2187


Here is a molecular structure, C25H40AsBrCl5N3NiO2SeSi3 from the OMol25 dataset. Energies are from ωB97M-V with the def2-TZVPD basis set.

The gap between HOMO and LUMO (spin up / spin down) comes out at 5.59 / 5.68 eV. Its expectation value of S² is 2.007. Its HOMO energy (spin up / spin down) is -7.15 / -7.24 eV. The calculation puts the total energy at -358657.9466 eV. The spin multiplicity is 3. The net charge is 0. Its energy above the lowest of the compared OMol25 structures with the same formula, charge and spin is 0.0 kJ/mol. Its maximum force is 0.483 eV Å⁻¹.

Element x y z (Å)
Ni1 -0.2526 -2.9520 -0.5946
N1 3.8507 0.5373 -2.4587
C1 3.5627 -0.6789 -1.6129
C2 2.0857 -1.0364 -1.7222
N2 1.7629 -2.2543 -1.0154
H1 4.8202 0.8417 -2.3744
H2 3.2550 1.3261 -2.1572
H3 3.6565 0.3484 -3.4431
H4 3.8468 -0.4241 -0.5927
H5 4.2003 -1.4852 -1.9731
H6 1.8153 -1.1538 -2.7767
H7 1.4694 -0.2304 -1.3105
H8 1.8862 -2.1721 -0.0072
H9 2.2395 -3.0797 -1.3597
C3 1.4387 3.2945 1.9101
Si1 0.8650 3.3639 0.1282
C4 0.2751 5.1097 -0.2034
C5 2.4004 3.0640 -0.9706
As1 -0.4861 1.5132 -0.3064
Si2 -2.3734 1.8252 1.0962
C6 -1.7420 2.0126 2.8525
C7 -3.3454 3.3646 0.6349
C8 -3.4151 0.2981 0.9039
Si3 -1.3127 2.0212 -2.4711
C9 -1.6571 3.8200 -2.8819
C10 -0.0084 1.4327 -3.7106
C11 -2.8540 1.0216 -2.7206
H10 2.3009 3.9506 2.0608
H11 1.7148 2.2806 2.2077
H12 0.6484 3.6247 2.5858
H13 1.0393 5.8165 0.1316
H14 -0.6393 5.3178 0.3561
H15 0.0695 5.3032 -1.2553
H16 2.9345 3.9802 -1.2290
H17 2.0239 2.6076 -1.8928
H18 3.0823 2.3972 -0.4317
H19 -1.7069 3.0662 3.1395
H20 -0.7493 1.5831 2.9933
H21 -2.4191 1.4983 3.5387
H22 -2.8420 4.2700 0.9802
H23 -4.3319 3.3284 1.1055
H24 -3.5014 3.4483 -0.4416
H25 -2.8467 -0.6119 1.1096
H26 -3.8269 0.2027 -0.1013
H27 -4.2476 0.3325 1.6124
H28 -0.7389 4.3862 -3.0498
H29 -2.2348 4.3312 -2.1116
H30 -2.2347 3.8493 -3.8103
H31 0.9723 1.8916 -3.5519
H32 -0.3274 1.6926 -4.7232
H33 0.0903 0.3453 -3.6667
H34 -3.7174 1.5178 -2.2691
H35 -2.7848 0.0218 -2.2910
H36 -3.0707 0.8832 -3.7826
Br1 -2.9233 -1.5989 4.3557
C12 -1.1230 -1.0145 4.3390
C13 -0.7253 -0.2270 5.4130
C14 0.5533 0.3004 5.4560
C15 1.4361 0.0502 4.4146
C16 1.0245 -0.7248 3.3450
C17 -0.2537 -1.2811 3.2844
C18 -0.6018 -2.1490 2.0901
O1 -1.3978 -3.0635 2.2032
O2 0.0391 -1.8306 1.0118
H37 -1.4303 -0.0244 6.2073
H38 0.8544 0.9088 6.2991
H39 2.4394 0.4568 4.4404
H40 1.6919 -0.9233 2.5170
Cl1 1.4110 -4.7891 2.0923
C19 1.0411 -5.5767 0.5818
C20 0.5541 -4.8155 -0.4676
C21 0.4437 -5.4736 -1.6804
Cl2 -0.0373 -4.4822 -3.0538
C22 0.7014 -6.8241 -1.8698
Cl3 0.5227 -7.5623 -3.4163
C23 1.1193 -7.5703 -0.7698
Cl4 1.4366 -9.2538 -0.9434
C24 1.3067 -6.9405 0.4611
Cl5 1.8809 -7.8543 1.8052
Se1 -2.5900 -3.4361 -0.5546
C25 -2.9062 -2.8554 -2.2795
N3 -3.1075 -2.4872 -3.3580


Here is 2 unconnected molecules or ions with the total composition C25H40BClF5N4O8P from the OMol25 dataset. Energies are from ωB97M-V with the def2-TZVPD basis set.

The gap between HOMO and LUMO comes out at 7.96 eV. Its HOMO energy is -8.21 eV. The calculation puts the total energy at -84983.5594 eV. The net charge is 0. Its maximum force is 2.147 eV Å⁻¹.

Element x y z (Å)
C1 -1.2396 -3.4931 0.3229
C2 -0.9578 -2.6846 1.3183
N1 -1.1293 -1.2657 1.1869
C3 -2.3541 -0.7199 1.8077
C4 -2.5388 -1.1416 3.2689
C5 -4.0255 -1.1095 3.6592
C6 -4.7479 -2.4424 3.4188
C7 -5.2735 -2.6824 1.9964
C8 -6.0313 -1.5140 1.3767
C9 -0.2555 -0.5252 0.5642
N2 0.9987 -0.9588 0.1703
C10 1.8874 -1.5979 1.1101
F1 3.0603 -0.9722 1.1205
F2 1.3944 -1.5727 2.3499
C11 2.1600 -3.1194 0.7471
F3 1.9794 -3.8930 1.8123
F4 3.4123 -3.2393 0.2804
C12 1.4972 0.1858 -0.6314
C13 2.9183 0.1802 -1.2150
C14 2.8808 0.2573 -2.7282
C15 2.5138 -0.9088 -3.4211
C16 2.4247 -0.9010 -4.8082
C17 2.7095 0.2657 -5.5142
C18 3.0947 1.4275 -4.8298
C19 3.3828 2.6848 -5.6099
C20 3.1875 1.4159 -3.4340
C21 0.8377 1.4187 0.0198
C22 1.0323 2.5620 -0.9860
B1 0.3448 3.9861 -0.8468
O1 0.8197 4.9301 -1.7475
O2 -0.6634 4.3333 0.0055
P1 1.4282 2.0381 1.7032
N3 0.2103 2.6921 2.3734
O3 2.6277 3.0677 1.4337
O4 2.0065 0.8767 2.6346
N4 -0.4730 0.7769 0.2514
C23 -1.6351 1.1801 -0.5303
C24 -1.6136 0.9529 -2.0555
C25 -2.4117 2.0425 -2.7407
F5 -3.7278 2.0078 -2.3486
H1 -0.9925 -4.5382 0.4098
H2 -1.7229 -3.1661 -0.5851
H3 -0.6334 -3.0470 2.2784
H4 -3.2080 -1.0362 1.2157
H5 -2.2514 0.3563 1.8185
H6 -2.0935 -2.0928 3.5391
H7 -2.0465 -0.3915 3.8834
H8 -4.0506 -0.8973 4.7241
H9 -4.4985 -0.2684 3.1581
H10 -4.0237 -3.2295 3.6215
H11 -5.5380 -2.5381 4.1591
H12 -5.9616 -3.5227 2.0385
H13 -4.4338 -2.9489 1.3570
H14 -6.3557 -1.7853 0.3765
H15 -5.4178 -0.6224 1.2702
H16 -6.8914 -1.2319 1.9768
H17 1.4776 -3.4251 -0.0457
H18 0.9001 0.0654 -1.5318
H19 3.4407 -0.7404 -0.9826
H20 3.5381 0.9746 -0.8052
H21 2.3049 -1.8173 -2.8726
H22 2.1331 -1.7870 -5.3510
H23 2.6544 0.2791 -6.5902
H24 2.5636 3.3837 -5.4353
H25 4.2852 3.1835 -5.2738
H26 3.3892 2.4837 -6.6739
H27 3.4919 2.3003 -2.8929
H28 0.8538 2.2612 -2.0173
H29 2.0933 2.7874 -0.9672
H30 0.8875 5.7687 -1.2767
H31 -1.3464 4.8529 -0.4260
H32 0.0288 2.2771 3.2775
H33 3.4688 2.6288 1.2429
H34 2.9673 0.7249 2.6007
H35 -1.8074 2.2343 -0.3264
H36 -2.5486 0.7237 -0.1761
H37 -2.1319 0.0228 -2.2868
H38 -0.6477 0.9318 -2.5497
H39 -1.9731 3.0191 -2.5317
H40 -2.3412 1.9061 -3.8181
O5 4.1197 -2.7612 3.2809
Cl1 4.5464 -1.7317 4.2066
O6 3.7181 -1.7548 5.3850
O7 4.3999 -0.4365 3.5446
O8 5.9221 -1.9358 4.5664